Entry from the Open Molecules 2025 dataset: C6H15NO in the gas phase in a non-equilibrium geometry (ωB97M-V with the def2-TZVPD basis set).

Each line ends with the Löwdin charge.
Element x y z (Å)
H (0.087, 0.759, 2.461)  0.09
H (0.523, 0.692, -2.256)  0.11
H (1.311, 1.303, 0.246)  0.09
H (-0.116, -0.967, -0.568)  0.06
C (0.981, 0.327, 0.577)  -0.21
C (-1.401, -0.590, 1.608)  -0.17
H (1.170, -0.988, -2.566)  0.10
C (-2.402, -0.540, 0.420)  -0.23
H (1.737, -0.099, 1.234)  0.10
H (-3.227, -1.249, 0.528)  0.11
H (3.201, -0.618, -1.257)  0.08
H (-3.754, 0.824, 0.963)  0.08
H (2.748, 1.148, -1.226)  0.06
N (0.816, -0.583, -0.561)  -0.10
H (-1.054, -1.605, 1.751)  0.10
C (1.201, -0.106, -1.911)  -0.27
H (3.268, 0.377, -2.708)  0.06
C (-0.312, 0.536, 1.482)  -0.15
O (-2.949, 0.783, 0.456)  -0.09
C (2.708, 0.195, -1.788)  -0.11
H (-1.929, -0.613, -0.582)  0.11
H (-1.809, -0.389, 2.614)  0.11
H (-0.797, 1.402, 1.084)  0.08

Summary:
2S+1: 1
Structure (SMILES): CCNCCCCO

---

Entry from the Open Molecules 2025 dataset: C6H15NO in the gas phase in a non-equilibrium geometry (ωB97M-V with the def2-TZVPD basis set).

Each line ends with the Löwdin charge.
Element x y z (Å)
H (-1.385, -0.581, 0.887)  0.14
H (1.706, -1.253, -2.257)  0.11
H (2.041, 0.023, -0.855)  0.11
O (-0.489, 2.932, 1.772)  -0.11
C (0.218, -1.145, -0.566)  -0.38
C (1.224, -0.460, -1.556)  -0.09
H (0.391, 1.480, 2.846)  0.11
N (0.121, 0.836, 0.916)  -0.04
H (1.025, 0.829, 1.014)  0.04
H (-1.019, 3.030, 0.931)  0.09
C (-1.426, 0.750, -0.949)  -0.04
H (0.870, 0.393, -2.152)  0.06
H (-2.439, 0.884, -0.719)  0.04
C (-0.617, -0.088, 0.236)  -0.35
C (-0.441, 1.488, 2.145)  -0.17
H (-1.481, 0.217, -1.918)  0.06
H (2.015, -2.066, -0.103)  0.05
H (-1.386, 0.934, 2.516)  0.14
H (0.685, -2.862, 0.899)  0.09
H (0.867, -3.113, -0.669)  0.04
C (0.998, -2.326, -0.014)  -0.08
H (-0.601, -1.568, -1.207)  0.13
H (-0.877, 1.663, -1.196)  0.07

Summary:
2S+1: 1
Structure (SMILES): CC(C)[C@H](C)NCO

---

Entry from the Open Molecules 2025 dataset: 2 unconnected molecules or ions with the total composition C6H15NO in a non-equilibrium geometry (ωB97M-V with the def2-TZVPD basis set).

Each line ends with the Löwdin charge.
Element x y z (Å)
C (-1.057, 1.334, 1.242)  -0.19
H (-0.562, 2.130, -1.406)  0.13
H (-0.925, -0.897, -1.151)  0.09
H (-1.620, -0.826, 1.136)  0.11
C (2.408, 0.293, -0.053)  -0.07
H (-0.038, -3.203, -1.466)  0.06
O (0.826, -3.021, -0.955)  -0.13
H (2.898, -0.363, 0.760)  0.08
C (-1.898, 0.147, 0.646)  -0.16
H (-0.782, 1.314, 2.334)  0.12
H (0.582, -4.008, -0.756)  0.09
C (-0.285, 1.157, -0.908)  -0.24
H (-1.741, 2.216, 1.195)  0.12
H (0.589, -0.714, 0.440)  0.10
C (0.981, 0.297, 0.745)  -0.26
H (3.108, 1.109, 0.114)  0.05
N (0.150, 1.431, 0.412)  -0.19
H (-2.950, 0.306, 0.685)  0.08
H (2.374, -0.167, -1.076)  0.07
C (-1.384, 0.083, -0.831)  -0.17
H (-2.320, 0.219, -1.469)  0.12
H (0.529, 0.736, -1.510)  0.09
H (1.118, 0.427, 1.874)  0.13

Summary:
2S+1: 1
Structure (SMILES): CCN1CCCC1.O

---

Entry from the Open Molecules 2025 dataset: C6H15NO in the gas phase in a non-equilibrium geometry (ωB97M-V with the def2-TZVPD basis set).

Each line ends with the Löwdin charge.
Element x y z (Å)
N (-0.362, -0.575, 1.090)  -0.27
C (0.723, 1.138, -1.762)  -0.42
H (-0.625, 1.368, 0.376)  0.11
H (-1.960, 0.453, 0.072)  0.10
C (-0.838, -1.978, 1.115)  -0.14
H (-0.171, -2.600, 0.424)  0.09
C (-0.880, 0.335, -0.031)  -0.19
H (-0.196, -0.896, -1.700)  0.10
H (-1.319, 0.291, -2.036)  0.09
O (1.273, 1.176, -3.072)  -0.07
H (-0.677, 1.134, 2.401)  0.07
H (-1.385, -0.501, 3.028)  0.06
H (0.113, 2.056, -1.565)  0.14
H (0.371, -0.202, 2.998)  0.10
H (1.499, 0.167, -3.211)  0.15
H (-0.987, -2.664, 1.930)  0.06
H (2.795, 0.425, -1.025)  0.08
H (1.627, 0.191, 0.298)  0.08
H (-1.791, -2.199, 0.574)  0.08
H (2.024, 1.864, -0.228)  0.06
C (-0.429, 0.121, -1.514)  -0.14
C (-0.636, 0.032, 2.451)  -0.09
C (1.830, 0.864, -0.613)  -0.05

Summary:
2S+1: 1
Structure (SMILES): C[C@@H](O)CCN(C)C

---

Entry from the Open Molecules 2025 dataset: 2 unconnected molecules or ions with the total composition C6H15NO in a non-equilibrium geometry (ωB97M-V with the def2-TZVPD basis set).

Each line ends with the Löwdin charge.
Element x y z (Å)
H (-1.522, 1.830, -2.489)  0.08
N (-0.876, 0.250, -1.216)  -0.17
H (0.176, -0.351, 1.846)  0.11
C (-2.048, -0.403, -0.592)  -0.20
H (-2.054, -1.422, -0.976)  0.11
H (4.470, -0.544, 2.885)  0.03
C (-1.791, -0.351, 0.895)  -0.18
H (-0.081, -1.789, 0.939)  0.11
C (1.325, -0.741, -0.982)  -0.06
H (3.997, 0.427, 1.763)  0.03
H (-2.463, -1.014, 1.436)  0.11
H (0.824, -1.665, -1.273)  0.08
O (3.702, -0.129, 2.485)  -0.06
C (-1.136, 1.662, -1.476)  -0.11
H (1.670, -0.261, -1.891)  0.07
C (-0.325, -0.733, 0.958)  -0.15
H (0.638, 1.031, 0.098)  0.13
H (-0.229, 2.250, -1.365)  0.07
H (2.215, -0.956, -0.393)  0.07
H (-1.850, 2.120, -0.776)  0.08
C (0.259, 0.060, -0.237)  -0.36
H (-2.995, 0.060, -0.889)  0.12
H (-1.908, 0.667, 1.250)  0.11

Summary:
2S+1: 1
Structure (SMILES): C[C@@H]1CCCN1C.O

---

Entry from the Open Molecules 2025 dataset: 2 unconnected molecules or ions with the total composition C6H15NO in a non-equilibrium geometry (ωB97M-V with the def2-TZVPD basis set).

Each line ends with the Löwdin charge.
Element x y z (Å)
H (-1.050, -0.600, 2.981)  0.11
H (-2.081, 2.751, -0.848)  0.07
O (0.875, 0.242, 1.683)  0.05
C (-2.076, 1.810, -1.403)  -0.13
H (-0.224, -2.429, 0.258)  0.10
C (0.167, -0.686, 1.350)  -0.54
H (-2.351, 1.058, -0.691)  0.05
N (-0.803, -1.163, 2.189)  0.16
H (2.583, -1.372, 0.025)  0.08
H (1.195, 2.405, -1.910)  0.06
H (-2.887, 1.836, -2.124)  0.06
H (-0.885, 0.593, -2.662)  0.09
C (-0.809, 1.587, -2.202)  -0.31
H (1.996, -2.896, -0.740)  0.07
C (0.410, -1.537, 0.137)  -0.18
C (0.524, 1.698, -1.434)  -0.10
H (2.030, -2.579, 0.989)  0.08
H (0.087, -1.234, -0.820)  0.08
H (-1.461, -1.843, 1.909)  0.08
H (0.409, 1.956, -0.390)  0.06
H (-0.752, 2.204, -3.095)  0.09
C (1.807, -2.145, 0.000)  -0.09
H (0.993, 0.720, -1.480)  0.05

Summary:
2S+1: 1
Structure (SMILES): CCC(N)=O.CCC

---

Entry from the Open Molecules 2025 dataset: 2 unconnected molecules or ions with the total composition C6H15NO in a non-equilibrium geometry (ωB97M-V with the def2-TZVPD basis set).

Each line ends with the Löwdin charge.
Element x y z (Å)
H (-3.576, -0.339, -0.945)  0.05
H (0.505, -1.394, -0.499)  0.08
H (-0.808, 1.466, 1.392)  0.10
H (0.584, -1.066, 2.074)  0.10
C (-0.390, -1.340, 0.112)  -0.21
N (2.092, 0.706, -0.206)  -0.01
H (1.242, 0.324, -3.023)  0.02
H (2.864, 1.359, -0.278)  0.08
H (-3.076, -0.289, 0.780)  0.05
C (-2.819, -0.618, -0.223)  -0.01
H (-1.136, -0.671, 1.958)  0.10
H (0.981, 2.479, 0.199)  0.11
H (-0.592, -2.378, 0.382)  0.12
C (0.823, 1.411, 0.103)  -0.25
C (-1.596, -0.889, -0.658)  -0.18
H (2.341, 0.136, 0.598)  0.08
H (-1.404, -0.822, -1.728)  0.10
C (-0.177, -0.617, 1.435)  -0.20
H (1.823, -0.328, -1.747)  -0.01
H (0.189, 1.244, -0.733)  0.08
O (1.348, -0.515, -2.588)  -0.09
H (0.664, 1.243, 2.238)  0.11
C (0.117, 0.900, 1.356)  -0.20

Summary:
2S+1: 1
Structure (SMILES): C=CCCCCN.O

---

Entry from the Open Molecules 2025 dataset: a gas-phase ion, C6H15NO (charge +1) in a non-equilibrium geometry (ωB97M-V with the def2-TZVPD basis set).

Each line ends with the Löwdin charge.
Element x y z (Å)
H (-3.184, -0.265, 0.086)  0.13
H (-2.830, 0.404, -2.193)  0.20
H (1.041, -0.986, 2.231)  0.13
H (-1.221, -0.025, -2.288)  0.16
H (0.908, 0.621, 1.444)  0.12
H (-1.384, -0.078, 1.376)  0.11
H (2.804, -1.186, 0.165)  0.12
C (2.602, -0.382, 0.880)  -0.27
H (-1.779, 1.793, -0.114)  0.16
C (0.216, -0.874, 0.184)  -0.22
H (3.722, 0.877, -0.116)  0.09
H (-0.782, 2.140, -1.387)  0.18
N (-1.668, 1.680, -1.127)  0.31
O (2.824, 0.860, 0.224)  -0.07
H (0.455, -1.863, -0.226)  0.13
C (-1.242, -0.871, 0.627)  -0.19
H (0.411, -0.242, -0.675)  0.09
H (-2.716, -1.490, -0.970)  0.13
C (-2.297, -0.623, -0.456)  -0.16
H (-1.456, -1.724, 1.272)  0.13
H (3.287, -0.567, 1.699)  0.12
C (1.150, -0.439, 1.295)  -0.19
C (-1.912, 0.371, -1.540)  -0.21

Summary:
<S²>: 0.755
2S+1: 2
Net charge: +1

---

Entry from the Open Molecules 2025 dataset: a molecular structure, C6H15NO2 in a non-equilibrium geometry (ωB97M-V with the def2-TZVPD basis set).

Each line ends with the Löwdin charge.
Element x y z (Å)
C (-0.760, 1.748, -0.148)  0.02
H (-1.518, 0.316, 2.087)  0.07
H (-1.937, -1.374, 2.287)  0.09
H (4.678, -0.204, -0.874)  0.07
C (3.980, -0.493, -0.089)  -0.08
C (-2.053, -0.513, 1.625)  -0.13
H (-3.242, -1.388, -0.505)  0.08
H (2.931, 1.404, -0.010)  0.12
H (0.298, -1.142, 0.482)  0.04
O (1.272, -1.292, 0.613)  -0.06
H (2.253, 0.233, -1.175)  0.12
H (-3.119, -0.263, 1.574)  0.08
H (-3.408, 0.397, -2.028)  0.08
H (-2.352, 2.957, -1.106)  0.03
H (4.458, -0.350, 0.879)  0.08
C (-1.677, 2.199, -0.801)  -0.06
C (2.714, 0.346, -0.185)  -0.28
H (-2.786, 0.914, -1.840)  0.02
N (-1.449, -0.789, 0.342)  -0.13
H (-1.684, -1.563, -1.486)  0.08
C (-2.198, -1.101, -0.650)  -0.11
O (1.761, 0.046, 0.819)  -0.21
H (0.104, 1.458, 0.393)  0.02
H (3.735, -1.547, -0.204)  0.07

Summary:
2S+1: 1

---

Entry from the Open Molecules 2025 dataset: C6H15NO2 in the gas phase in a non-equilibrium geometry (ωB97M-V with the def2-TZVPD basis set).

Each line ends with the Löwdin charge.
Element x y z (Å)
H (2.916, 0.839, -1.239)  0.09
N (0.434, -0.056, -0.813)  0.07
H (-0.793, 2.524, 2.104)  0.08
C (2.478, -1.255, -0.058)  -0.03
C (-1.919, -0.125, -1.271)  -0.02
H (1.946, -2.098, 0.373)  0.06
C (1.658, 0.030, 0.002)  -0.44
H (-0.030, -2.097, 0.664)  0.06
O (2.419, 1.120, -0.461)  -0.01
H (-1.809, 0.801, -1.833)  0.08
H (1.368, 0.274, 1.031)  0.15
O (-1.119, 0.757, 1.134)  -0.28
H (-1.160, -1.018, 1.595)  0.11
H (-2.873, -0.107, -0.750)  0.09
H (0.420, 0.716, -1.470)  0.13
H (-2.378, 2.394, 1.325)  0.07
H (-1.905, -0.971, -1.959)  0.09
C (-0.816, -0.287, -0.245)  -0.44
H (3.401, -1.113, 0.502)  0.08
H (2.719, -1.494, -1.095)  0.08
H (-1.791, -2.127, 0.305)  0.08
C (-1.313, 2.138, 1.217)  -0.18
H (-0.912, 2.671, 0.341)  0.08
C (-0.943, -1.517, 0.602)  -0.01

Summary:
2S+1: 1
Structure (SMILES): COC(C)(C)N[C@@H](C)O

---

Q: Which calculated total energy values were calculated for the entries above? A: -10001.5054; -10000.3457; -10000.3760; -9999.9631; -10002.3563; -10002.8252; -10001.9028; -9993.4170; -12042.8513; -12048.8403, in eV.
Q: Which relative energy (zero: lowest compared OMol25 entry of this formula, charge and spin) values were calculated for the entries above? A: 51.9; 78.7; 78.0; 87.5; 32.3; 21.5; 42.8; 42.0; 197.4; 59.3, in kcal per mole.